Molecular formula: C38H44As3Cl2FNO11Y
Method: DFT, wB97M-V/def2-TZVPD

net charge: +2
E_LUMO: -5.379 eV
relative energy (zero: lowest compared OMol25 entry of this formula, charge and spin): 0.00 kJ/mol
HOMO: -12.76 eV
Kohn-Sham gap: 7.38 eV

Geometry (Å):
Y (-0.2853, 0.0792, 0.3059)
As (0.1905, 0.2905, 3.2306)
As (0.2511, 1.3687, -2.3240)
As (-1.4941, 2.1451, 5.6953)
Cl (-2.7986, 1.7304, 1.1032)
Cl (-3.0750, -0.2469, -0.9944)
F (-1.6592, -4.2755, -5.0209)
O (-0.9880, 4.8405, 2.7590)
O (-0.7236, 5.1583, 4.9754)
O (-0.2655, -1.7542, -0.9479)
O (0.3706, 2.2634, 0.9261)
O (-1.7868, -1.4608, 1.8587)
O (-3.0337, -1.9979, 3.6596)
O (-3.9679, 0.1147, 6.2620)
O (1.7597, -0.5135, 0.4516)
O (2.5324, -2.1119, 1.8175)
O (-4.5630, 0.4301, 4.1080)
O (1.6397, 3.6788, 1.9765)
N (2.5654, -4.6433, -1.5514)
C (-2.2944, 0.6588, 4.6954)
C (1.8040, -2.7260, -0.3570)
C (1.5036, -4.5567, -2.4433)
C (0.3279, -5.3367, -4.3766)
C (-0.6373, -4.3486, -4.1660)
C (1.9711, 0.6874, -2.9054)
C (2.4469, -6.5167, -3.7555)
C (-1.6171, -0.0811, 3.8167)
C (0.1547, 4.1191, -4.7875)
C (-2.1895, -2.7511, 1.3039)
C (1.4011, -5.4606, -3.5275)
C (2.6865, -3.7667, -0.5646)
C (0.6642, -2.6219, -1.1631)
C (1.3220, -0.1734, 4.7334)
C (-0.7835, 4.4407, 4.0152)
C (2.8895, 4.3255, -5.1757)
C (1.0186, 3.7939, -3.7443)
C (3.7587, -6.1299, -3.0911)
C (-1.1497, 6.2699, 2.5884)
C (0.5337, -3.5568, -2.2529)
C (3.5368, -5.7722, -1.6310)
C (0.0993, 2.2471, 3.2611)
C (-2.2434, -1.2618, 3.1601)
C (0.7106, 2.7752, 2.0010)
C (2.3916, 3.9070, -3.9509)
C (-3.6982, 0.3418, 5.1174)
C (-0.5581, -3.4648, -3.1320)
C (2.1833, 4.2906, 3.1700)
C (2.0738, -1.7537, 0.7553)
C (-3.9283, 0.9997, -0.0571)
C (0.4835, 3.3170, -2.4289)
C (2.0199, 4.6382, -6.2103)
C (3.0405, -6.9267, -0.7727)
C (-0.8353, 0.9756, -3.8814)
C (-3.0850, 3.2659, 5.8360)
C (0.6505, 4.5382, -6.0127)
C (-5.9242, 0.0862, 4.4615)
C (-0.6420, 2.9530, 4.1143)
H (-1.8329, 1.3967, -3.7665)
H (-4.7409, 0.5347, 0.4882)
H (-0.9173, 4.0598, -4.6330)
H (-0.3613, 1.3976, -4.7663)
H (2.5883, -6.6575, -4.8267)
H (-5.9660, -0.9608, 4.7536)
H (2.0628, -7.2803, -1.1007)
H (-6.2679, 0.7103, 5.2823)
H (-1.3035, 6.4177, 1.5255)
H (2.9587, -6.6267, 0.2720)
H (1.8911, -0.3920, -3.0361)
H (0.2244, -6.0032, -5.2233)
H (-0.4967, 3.7482, -2.2163)
H (3.0760, 3.6780, -3.1414)
H (3.7445, -7.7562, -0.8327)
H (-2.0947, -2.6692, 0.2285)
H (-0.2572, 6.7896, 2.9301)
H (1.7245, 5.2686, 3.2911)
H (2.0105, 3.6718, 4.0468)
H (-2.7832, 4.2272, 6.2424)
H (-4.2754, 1.7690, -0.7360)
H (2.0882, -7.4718, -3.3636)
H (-3.5832, 3.4007, 4.8773)
H (3.9578, 4.4175, -5.3199)
H (3.5297, -3.8942, 0.1031)
H (-1.3105, -2.7040, -2.9854)
H (2.7212, 0.8908, -2.1430)
H (4.4642, -5.3782, -1.2151)
H (-0.9180, -0.1052, -3.9922)
H (2.4080, 4.9707, -7.1636)
H (1.2596, -1.2532, 4.8549)
H (-3.2108, -2.9700, 1.5961)
H (-2.0079, 6.6124, 3.1612)
H (2.3440, 0.0856, 4.4646)
H (1.1446, 3.5760, -1.6008)
H (-0.0323, 4.7965, -6.8111)
H (4.2020, -5.2756, -3.6078)
H (4.4751, -6.9490, -3.1441)
H (-1.5182, -3.5150, 1.6912)
H (2.2563, 1.1532, -3.8475)
H (-6.5113, 0.2651, 3.5674)
H (3.2463, 4.3960, 2.9829)
H (1.0123, 0.3339, 5.6431)
H (-3.7558, 2.7734, 6.5379)


Molecular formula: C38H44AsF6N6O6
Method: DFT, wB97M-V/def2-TZVPD

net charge: +3
E_LUMO: -9.585 eV
relative energy (zero: lowest compared OMol25 entry of this formula, charge and spin): 633.82 kJ/mol
HOMO: -11.21 eV
Kohn-Sham gap: 1.63 eV

Geometry (Å):
As (-6.2224, -0.6153, 3.6308)
F (-7.0308, -1.9629, 4.4562)
F (-6.9623, 0.5458, 4.7503)
F (-5.2963, 0.7951, 2.9589)
F (-4.8301, -0.7926, 4.8146)
F (-7.5452, -0.5586, 2.3923)
F (-5.3109, -1.7905, 2.5988)
O (-1.1551, -1.8433, 1.1221)
O (-0.9935, -2.9220, 4.0133)
O (-2.9205, -0.5262, 0.9863)
O (-1.3286, -0.3190, -0.4743)
O (-2.0146, -0.9057, 4.1804)
O (-2.3461, -2.1729, 5.7278)
N (0.4275, 1.3244, 2.1542)
N (0.4063, -1.0377, -2.8648)
N (-2.1277, 5.1424, -3.4939)
N (-6.2764, -0.2842, -1.6876)
N (4.9171, -4.1095, 3.4870)
N (6.9921, 0.4760, -1.1993)
C (2.6287, -1.8202, -2.5690)
C (-4.6364, 1.4098, -1.1905)
C (4.1613, -1.9173, 4.0851)
C (-4.2681, 4.0890, -3.7400)
C (-0.7283, 2.2218, 1.9047)
C (1.6585, 0.1007, 3.8139)
C (-1.7384, -0.9464, 0.5042)
C (8.1715, 0.9267, -0.4944)
C (-5.6417, 1.3616, -3.3232)
C (-1.1317, 6.1987, -3.7829)
C (6.4357, 1.1905, -2.1964)
C (4.0337, -4.1391, 2.4189)
C (6.4849, -0.6706, -0.7127)
C (-4.7045, 1.9129, -2.4482)
C (-1.7555, -2.0400, 4.6135)
C (5.2327, -1.0421, -1.1439)
C (-7.1220, -1.4342, -1.2882)
C (-0.9891, -1.3555, -3.2184)
C (3.1538, -1.8842, 3.0857)
C (-5.3513, 0.2699, -0.8322)
C (2.2458, -0.7020, 2.8163)
C (-3.8118, 3.0155, -2.9036)
C (5.1309, 0.8875, -2.5739)
C (2.1796, 0.4856, -2.6180)
C (1.0921, 0.6799, 1.1637)
C (4.9895, -3.0239, 4.2926)
C (-1.6441, 4.1093, -2.7246)
C (1.9046, -0.4428, 1.4458)
C (5.8258, -5.2407, 3.7493)
C (0.7569, 1.0826, 3.4469)
C (4.4713, -0.2393, -2.0670)
C (-2.5087, 3.0030, -2.4777)
C (0.8669, 0.2488, -2.8235)
C (3.1413, -3.0437, 2.2330)
C (-3.3923, 5.1759, -4.0551)
C (3.1255, -0.5337, -2.4614)
C (-6.3752, 0.2382, -2.9541)
C (1.2760, -2.0786, -2.7676)
H (-1.2977, -2.0853, -2.4698)
H (6.7581, -4.9016, 4.2009)
H (-1.2823, 1.9158, 1.0173)
H (4.0985, -5.0285, 1.8096)
H (0.1420, 1.5254, 4.2166)
H (-7.0870, -0.2988, -3.5634)
H (7.9204, 1.2585, 0.5131)
H (-3.9483, 1.7135, -0.4155)
H (-2.8851, -1.0815, 1.7686)
H (7.1055, -1.0855, 0.0677)
H (-5.7593, 1.6924, -4.3445)
H (4.7946, -1.9141, -0.6812)
H (-5.3071, 4.0477, -4.0318)
H (-1.4204, 2.0011, 2.7173)
H (8.9669, 0.1826, -0.4533)
H (-2.1127, 2.1214, -1.9957)
H (2.4129, -3.1647, 1.4449)
H (4.6471, 1.5225, -3.3013)
H (-7.5245, -1.2352, -0.2950)
H (-3.6344, 5.9950, -4.7161)
H (0.1603, 1.0468, -2.9977)
H (2.4635, 1.5252, -2.5477)
H (8.5852, 1.8161, -0.9695)
H (-1.0517, -1.8446, -4.1905)
H (4.2419, -1.0706, 4.7507)
H (0.9479, -3.0766, -3.0179)
H (-0.5940, 4.1176, -2.4724)
H (6.9228, 2.1167, -2.4634)
H (-0.8171, -2.5706, 3.1375)
H (-0.3903, 3.2576, 1.9362)
H (0.7463, 0.8864, 0.1616)
H (5.2913, -5.8624, 4.4674)
H (5.7176, -3.0947, 5.0871)
H (-1.5395, 7.0025, -4.3958)
H (2.2601, -1.0230, 0.6072)
H (-1.5225, -0.4079, -3.1434)
H (-7.8847, -1.6446, -2.0379)
H (-0.7963, 6.4974, -2.7897)
H (-6.3927, -2.2409, -1.3619)
H (1.8756, -0.1232, 4.8479)
H (3.3025, -2.6537, -2.4363)
H (5.9018, -5.8630, 2.8577)
H (-0.3123, 5.7966, -4.3788)
H (-5.2535, -0.2648, 0.1010)


Molecular formula: C38H44BrIrN5P
Method: DFT, wB97M-V/def2-TZVPD

net charge: +2
E_LUMO (alpha / beta): -4.968 / -7.432 eV
multiplicity: 5
HOMO (alpha / beta): -11.49 / -13.64 eV
Kohn-Sham gap (alpha / beta): 6.53 / 6.21 eV

Geometry (Å):
Ir (-0.1110, 0.5522, 0.3879)
Br (4.5356, 4.7582, -2.1470)
P (-1.5256, -1.0444, 1.2827)
N (1.2861, -0.6908, 1.0783)
N (1.2215, 1.9294, -0.5349)
N (-2.3898, -1.0171, -5.3373)
N (-1.5962, 1.8943, -0.1663)
N (-2.7606, 0.6312, -3.6982)
C (6.6689, 0.8132, -0.1365)
C (-3.2724, 3.5280, -3.0225)
C (-1.4164, -2.4026, -1.0861)
C (-3.8122, -1.6496, 2.8804)
C (-3.1871, 3.4908, 0.6628)
C (3.3298, -0.9962, -0.2455)
C (3.1822, 3.6258, -1.5082)
C (-2.7140, -0.6175, 2.6330)
C (2.3604, 4.0272, -0.4627)
C (1.0300, -1.8359, 1.7593)
C (-1.9115, -0.3023, 3.9015)
C (0.4192, -4.1968, 3.1687)
C (2.6642, -2.0746, -1.0588)
C (-2.3348, 1.2635, -5.9705)
C (2.6407, -0.3432, 0.7921)
C (1.7507, -3.7849, 2.9912)
C (-2.2225, -0.0746, -6.2637)
C (4.5525, 1.0384, 1.2147)
C (-2.1871, 2.5433, 0.8650)
C (-2.4320, -1.9760, -0.0224)
C (-1.9544, 2.1867, -1.4073)
C (-0.6014, -3.3972, 2.6387)
C (-3.5838, 3.7855, -0.6153)
C (2.5432, 1.3211, 2.6945)
C (-2.6287, -0.6167, -4.0897)
C (-0.3221, -2.2300, 1.9613)
C (-2.9042, 2.9508, -4.2998)
C (-2.6614, 1.6165, -4.6244)
C (1.3969, 3.1501, -0.0122)
C (2.0016, 1.5642, -1.5616)
C (2.9915, 2.3724, -2.0753)
C (3.2504, 0.6781, 1.5305)
C (4.6262, -0.5970, -0.5261)
C (5.2596, 0.4158, 0.1926)
C (-3.5372, -1.1140, -0.6380)
C (2.0610, -2.6403, 2.3055)
C (-2.9531, 3.1451, -1.7249)
C (0.1083, -5.4375, 3.9396)
H (-2.7290, -1.3897, -3.3365)
H (5.1659, -1.0854, -1.3300)
H (-3.6441, 3.9725, 1.5158)
H (-3.9120, 4.4033, -3.0951)
H (-0.6568, -3.0677, -0.6734)
H (6.6822, 1.5193, -0.9705)
H (-4.1873, -0.6632, 0.1137)
H (0.3294, -5.2832, 4.9986)
H (-1.4440, 1.6604, -2.2007)
H (-1.4519, -1.2006, 4.3109)
H (-3.1889, 0.3098, 2.2955)
H (-2.0105, -0.4189, -7.2688)
H (7.2557, -0.0541, -0.4353)
H (2.4948, -2.9759, -0.4670)
H (-4.3822, 4.4941, -0.7937)
H (-2.8658, -2.8571, 0.4572)
H (-1.1146, 0.4196, 3.6964)
H (-2.9198, 3.6272, -5.1469)
H (-1.9089, -2.9175, -1.9110)
H (5.0387, 1.8172, 1.7925)
H (0.7293, -6.2694, 3.6054)
H (-2.5652, 0.1190, 4.6648)
H (-1.8470, 2.2965, 1.8635)
H (2.5488, -4.3874, 3.4069)
H (-1.6272, -3.7159, 2.7760)
H (-2.2015, 2.0349, -6.7165)
H (-3.1167, -0.3116, -1.2469)
H (3.6127, 2.0282, -2.8895)
H (7.1557, 1.2911, 0.7115)
H (3.0908, -2.3337, 2.1780)
H (2.4762, 4.9987, -0.0043)
H (1.6914, -1.7415, -1.4297)
H (-3.4117, -2.6086, 3.2082)
H (-4.4609, -1.2773, 3.6739)
H (2.8835, 2.3463, 2.8341)
H (-0.9379, -5.7208, 3.8465)
H (2.7604, 0.7762, 3.6160)
H (-0.9181, -1.5127, -1.4948)
H (3.2841, -2.3517, -1.9086)
H (0.7428, 3.4344, 0.8035)
H (1.4565, 1.3211, 2.5670)
H (-4.1627, -1.7318, -1.2831)
H (1.8353, 0.5794, -1.9788)
H (-4.4306, -1.8161, 2.0000)


Molecular formula: C38H44N4OPS2V
Method: DFT, wB97M-V/def2-TZVPD

net charge: +1
E_LUMO (alpha / beta): -2.381 / -2.591 eV
multiplicity: 4
HOMO (alpha / beta): -9.63 / -10.51 eV
Kohn-Sham gap (alpha / beta): 7.25 / 7.92 eV

Geometry (Å):
V (-0.0589, 1.5017, 0.0730)
S (2.3873, -1.6988, -5.0658)
S (1.0039, 3.6538, -0.7396)
P (-1.1531, -0.3595, 1.2022)
O (-1.8602, 2.9474, 0.3870)
N (0.8317, 0.3980, -1.3196)
N (2.8801, -6.0279, -3.7063)
N (3.4120, 2.5695, -0.5552)
N (3.1918, 4.6620, 0.3680)
C (-0.4339, -0.2507, 2.8627)
C (-0.4149, -1.8597, 0.4564)
C (1.7690, -0.9371, -3.5853)
C (1.3852, 0.5599, 4.1800)
C (-0.2296, -3.3814, -1.3875)
C (-2.5784, -3.2459, 2.0123)
C (-2.4949, 3.1988, -0.8836)
C (-5.6639, -1.0731, 1.8147)
C (3.8059, -3.8533, -4.0684)
C (2.6454, 3.6284, -0.2700)
C (0.8639, -0.0669, 5.2971)
C (0.8497, -4.0098, -0.7880)
C (-3.7916, 0.3112, 1.2895)
C (-2.0364, -1.6684, -1.4890)
C (3.8980, -5.1809, -3.6740)
C (-3.2393, 4.7740, 0.7795)
C (2.5802, -3.3855, -4.5140)
C (1.8742, -0.4448, -1.2474)
C (1.3107, -3.5536, 0.4364)
C (1.7187, -5.5729, -4.1552)
C (1.5131, -4.2665, -4.5718)
C (-3.4246, -2.0176, 1.8170)
C (-0.8706, -2.3038, -0.7892)
C (0.6750, -0.0782, -3.6620)
C (1.2359, 1.2892, 1.7536)
C (-0.9827, -0.8534, 3.9935)
C (-0.3375, -0.7604, 5.2121)
C (2.3737, -1.1154, -2.3449)
C (0.6812, -2.4816, 1.0499)
C (0.2510, 0.5617, -2.5177)
C (0.7378, 0.5083, 2.9443)
C (-4.8014, -2.1423, 1.9856)
C (-5.1569, 0.1683, 1.4680)
C (-1.9056, 4.1600, 1.1581)
C (4.8041, 2.4225, -0.1924)
C (-2.9161, -0.7626, 1.4545)
C (-3.3119, 4.4886, -0.7227)
C (2.4516, 5.8234, 0.8207)
H (2.9574, 1.8363, -1.0798)
H (2.1501, -4.0339, 0.9172)
H (5.4288, 3.1648, -0.6922)
H (-4.3348, 4.3653, -1.0732)
H (-0.7675, -1.2206, 6.0894)
H (2.2594, 0.9634, 1.5153)
H (0.1681, 0.0892, -4.5997)
H (4.1533, 4.5860, 0.6639)
H (-1.6116, -3.0276, 2.4617)
H (-6.7254, -1.2100, 1.9612)
H (0.9072, -6.2889, -4.1861)
H (-0.5881, -3.7340, -2.3430)
H (-2.9842, -2.0700, -1.1260)
H (-2.8564, 5.2995, -1.2909)
H (-1.0597, 4.7970, 0.8763)
H (4.9378, 2.4976, 0.8889)
H (-1.7231, 3.3115, -1.6560)
H (1.0361, -2.1309, 2.0085)
H (2.3042, 1.1263, 4.2612)
H (-3.3831, 1.2784, 1.0317)
H (2.3052, -0.5730, -0.2636)
H (-2.0743, -0.5865, -1.3245)
H (1.3207, -4.8511, -1.2731)
H (-5.2019, -3.1065, 2.2658)
H (-1.8161, 3.8709, 2.2056)
H (-3.0997, -3.9532, 2.6546)
H (-2.3841, -3.7425, 1.0606)
H (-1.9225, -1.3834, 3.9278)
H (-5.8157, 1.0156, 1.3415)
H (1.8241, 5.5762, 1.6787)
H (-0.5994, 1.2379, -2.5583)
H (1.3831, -0.0032, 6.2428)
H (3.2207, -1.7743, -2.2271)
H (1.8238, 6.2004, 0.0157)
H (1.3588, 2.3278, 2.1067)
H (5.1366, 1.4354, -0.4989)
H (-1.9801, -1.8499, -2.5619)
H (-3.2872, 5.8371, 1.0067)
H (-3.1108, 2.3234, -1.1118)
H (0.5498, -3.9461, -4.9376)
H (4.8398, -5.5795, -3.3186)
H (3.1690, 6.5891, 1.1039)
H (-4.0475, 4.2699, 1.3109)
H (4.6707, -3.2088, -4.0410)


Molecular formula: C38H45Cl4FNO18PS
Method: DFT, wB97M-V/def2-TZVPD

net charge: 0
E_LUMO: -1.598 eV
HOMO: -9.14 eV
SMILES string: C/C(Cl)=C(/Cl)[C@@](CC(=O)F)(OCOC[C@H](C)O)[C@@](CCCCS(=O)(=O)Cl)(O[C@@](N)(C[C@H](C)Cl)OC(=O)c1ccccc1)[PH2]=O.O=C1C=C(O)C(=O)C=C1O.O=C1C=C(O)C(=O)C=C1O
Kohn-Sham gap: 7.54 eV

Geometry (Å):
Cl (4.9144, -1.4884, 5.2824)
Cl (0.3281, -5.4987, 1.1696)
Cl (-1.1159, -5.6182, 3.8283)
Cl (1.1333, -2.8544, -4.3967)
S (2.6413, -1.5200, -4.1181)
P (2.8117, -3.6053, 3.0601)
F (-1.4866, -3.2882, -1.5921)
O (-2.1604, -2.9561, 0.4536)
O (-2.1068, 7.4089, -6.2577)
O (-8.5821, -2.4574, -5.0046)
O (3.5667, 2.5839, 2.8874)
O (0.3448, 5.5403, -1.7325)
O (2.2248, -3.4524, 4.4054)
O (0.4941, 7.5984, -5.9523)
O (-4.1259, -3.6210, -4.0804)
O (-0.0497, -1.6115, 1.9983)
O (3.1629, -1.2106, -5.4079)
O (-1.3360, -0.2255, 0.7093)
O (2.6270, -1.2709, 1.4784)
O (-3.9831, -1.9391, -2.0740)
O (-2.2431, 5.2832, -2.0734)
O (-8.4135, -0.7144, -3.0475)
O (2.1934, -0.4350, -3.3051)
O (2.5538, 0.8735, 1.8773)
O (-3.6670, 0.2491, -0.2607)
N (2.1308, -0.6363, 3.6921)
C (6.3609, 0.4562, 4.1166)
C (3.8749, -2.4150, -3.2040)
C (-5.1454, -2.9899, -3.8732)
C (4.9252, -0.0582, 4.2047)
C (0.5612, 6.5869, -3.8219)
C (-0.5356, -4.1090, 3.2450)
C (1.2375, 2.5219, 3.0303)
C (-2.3171, 6.3413, -4.1803)
C (-1.2701, -2.9960, -0.2860)
C (-0.4355, 2.9456, 4.7366)
C (3.2020, -2.4431, -0.7765)
C (-0.0911, 7.0723, -5.0252)
C (0.0916, -4.0205, 2.0735)
C (2.1742, -2.6109, 1.6030)
C (3.3242, -3.2773, -2.0607)
C (4.4190, -0.3579, 2.8113)
C (-1.2905, 0.8567, -0.1863)
C (-3.1569, 2.4961, -0.6401)
C (-7.4070, -1.3703, -3.2340)
C (2.5701, 1.9897, 2.6263)
C (0.3967, 3.0862, 2.0625)
C (-0.8613, 3.5656, 2.4364)
C (2.9319, -3.3260, 0.4373)
C (-7.4319, -2.3821, -4.3490)
C (0.1910, -2.8159, -0.0691)
C (-1.5855, 6.9234, -5.1407)
C (2.9030, -0.4192, 2.5578)
C (-5.1313, -1.9972, -2.7448)
C (-6.3660, -3.1380, -4.6451)
C (-6.1915, -1.2369, -2.4476)
C (0.8227, 2.4676, 4.3621)
C (-0.1716, 6.0085, -2.8620)
C (-1.2816, 3.4826, 3.7639)
C (-2.6769, 1.0817, -0.8487)
C (-0.8074, -2.9808, 4.1804)
C (-1.6619, 5.8385, -2.9886)
C (0.5911, -2.7231, 1.4293)
C (-0.0745, -0.4180, 1.2828)
H (-1.5142, 3.9822, 1.6845)
H (2.5179, -0.3073, 4.5623)
H (2.4474, -1.6863, -0.9525)
H (3.9161, -3.6110, 0.8185)
H (-2.4086, 3.2417, -0.8728)
H (2.4524, -4.2605, 0.1764)
H (-3.4270, 2.5987, 0.4094)
H (0.6131, -3.6847, -0.5564)
H (6.9181, -0.2318, 3.4823)
H (-6.3727, -3.8646, -5.4450)
H (-1.6629, -2.4208, 3.8063)
H (4.1377, -1.9105, -0.6417)
H (4.9057, -1.2590, 2.4512)
H (-0.4068, 5.1777, -1.2259)
H (-6.1850, -0.5185, -1.6383)
H (2.3115, -3.5621, -2.3345)
H (2.6709, -4.9213, 2.5879)
H (6.3915, 1.4433, 3.6703)
H (4.3555, 0.7149, 4.7085)
H (-0.9950, 1.7787, 0.3237)
H (6.8280, 0.4145, 5.0922)
H (4.2040, -3.3914, 3.0709)
H (-4.0680, 2.6485, -1.2078)
H (-1.3584, 7.7669, -6.7735)
H (-2.6405, 0.8243, -1.9073)
H (0.7354, 3.1398, 1.0383)
H (-3.3812, -2.5918, -2.4846)
H (0.1027, 0.4061, 1.9806)
H (-9.1747, -1.8021, -4.5880)
H (3.9303, -4.1625, -1.9083)
H (-1.0724, -3.3686, 5.1542)
H (0.0267, -2.3003, 4.2555)
H (1.1701, -0.3407, 3.6144)
H (0.5646, -1.9864, -0.6567)
H (1.6316, 6.7114, -3.7413)
H (-0.5385, 0.6515, -0.9576)
H (-3.3892, 6.2272, -4.2544)
H (0.7040, -0.3279, 0.5250)
H (-2.2625, 3.8338, 4.0402)
H (-3.7450, -0.5651, -0.7688)
H (4.8002, 0.4328, 2.1774)
H (1.4826, 2.0565, 5.1124)
H (4.5241, -1.6403, -2.8078)
H (-0.7429, 2.8985, 5.7680)
H (4.4600, -3.0025, -3.9018)


no.,maximum force (eV Å⁻¹)
1,0.395
2,4.203
3,1.125
4,2.033
5,1.774